C20H28CeClN3O4 as an isolated structure in a non-equilibrium geometry, computed with wB97M-V/def2-TZVPD.

Calculated values
HOMO energy (alpha / beta), eV: -1.124 / -2.113
Total charge: -1
Spin multiplicity: 2
<S²>: 0.774
M, u: 550.03

```
57
Properties=species:S:1:pos:R:3:forces:R:3
Ce -0.142 -0.081 0.369 2.1 0.7 2.2
Cl 1.804 -0.241 -1.120 3.8 -0.5 -2.2
N 0.144 2.405 0.362 -1.1 2.2 -0.5
N -0.102 -2.518 0.684 -1.1 -1.9 -0.7
C -0.956 3.063 0.089 2.2 -2.1 0.5
C -0.979 -3.240 0.032 1.8 1.9 1.1
C 1.132 3.368 0.923 -0.3 -0.5 -0.2
C 0.309 4.650 1.057 -0.9 0.3 -0.1
C 2.279 3.544 -0.062 0.1 0.1 -0.2
C 1.645 2.871 2.259 0.1 0.2 0.5
H 1.909 4.004 -0.988 0.1 -0.1 0.1
H 2.736 2.577 -0.302 -0.1 0.2 0.0
H 3.030 4.213 0.378 0.0 -0.1 -0.1
H 0.824 2.599 2.938 0.4 0.1 -0.3
H 2.228 3.676 2.727 0.0 -0.1 0.0
H 2.303 2.003 2.134 -0.2 0.1 0.0
C 0.787 -3.419 1.456 -0.3 0.4 -0.2
C 0.384 -4.796 0.930 -0.6 -0.3 -0.6
C 0.470 -3.257 2.936 -0.1 -0.1 0.2
C 2.251 -3.111 1.182 0.1 -0.1 -0.1
H 2.458 -3.183 0.109 0.0 0.1 0.2
H 2.869 -3.845 1.718 0.0 0.2 -0.1
H 2.522 -2.104 1.519 -0.1 -0.2 -0.1
H -0.530 -3.661 3.142 0.1 0.2 0.0
H 0.499 -2.200 3.233 0.0 -0.2 -0.1
H 1.200 -3.824 3.527 -0.1 0.1 0.0
O -0.826 -4.549 0.108 0.4 -1.3 0.5
H 0.102 -5.513 1.711 0.1 0.2 -0.2
H 1.130 -5.240 0.257 -0.2 0.1 0.2
O -0.996 4.333 0.426 0.4 1.2 0.3
H 0.716 5.510 0.507 -0.1 -0.2 0.2
H 0.101 4.930 2.099 0.0 -0.1 -0.3
C -2.129 2.395 -0.552 -0.4 0.2 -0.6
C -2.090 -2.656 -0.770 -0.3 -0.1 -0.7
C -1.671 -1.366 -1.477 0.3 0.9 -1.5
H -2.929 -2.435 -0.087 0.3 0.0 -0.2
H -2.439 -3.404 -1.514 0.2 0.3 0.5
C -1.885 -0.125 -0.919 -4.5 0.4 2.3
C -1.719 1.169 -1.375 0.4 -1.0 -2.5
H -1.205 -0.162 1.660 -3.9 -1.6 1.9
C -1.068 1.224 -2.639 -0.9 -0.2 1.5
C -0.754 -0.012 -3.241 0.1 -0.5 -0.5
C -0.679 2.548 -3.190 0.2 -0.2 -0.7
C -1.016 -1.302 -2.726 -0.4 0.6 0.7
H -0.228 0.029 -4.182 0.2 0.0 -0.3
C -0.556 -2.576 -3.347 0.2 0.5 -0.7
H -0.257 -2.380 -4.371 0.1 -0.2 -0.3
H -1.340 -3.326 -3.334 -0.1 -0.2 -0.1
H 0.305 -2.962 -2.804 0.1 -0.1 0.1
H -1.470 3.283 -3.058 0.0 0.1 0.0
H -0.463 2.437 -4.249 0.1 0.3 -0.2
H 0.223 2.913 -2.697 0.1 0.1 0.1
H -2.639 3.133 -1.214 0.3 -0.4 0.5
H -2.837 2.095 0.242 0.3 0.0 -0.3
O -1.914 1.164 3.133 3.1 -0.4 0.3
N -0.712 1.084 3.488 -0.7 -0.5 0.0
O 0.173 0.269 2.882 -1.3 1.7 0.7
```
Positions in Å, forces in eV/Å.